Entry 1:
C13H27ClIN2OP2W | the ωB97M-V functional and the def2-TZVPD basis

XYZ file:
```
48
C13H27ClIN2OP2W (the ωB97M-V functional and the def2-TZVPD basis)
C -0.1470 0.4939 3.6907
H 2.7119 0.9886 1.8579
C -3.1436 -1.5598 0.3471
H -4.1437 0.0910 -1.8684
H -2.8500 1.0451 1.8522
C -0.0702 0.4760 2.3144
H 0.9088 -0.0280 -6.7377
H 4.1548 1.0153 0.8034
N -0.0473 -0.7289 5.7574
I -0.0076 0.1525 -2.9085
H 0.0074 1.3710 -7.5565
H 2.8098 1.2397 -2.2334
H -2.8844 2.2084 0.4887
H 4.2893 -1.4138 0.1106
C 3.0583 1.1356 0.8265
H 0.0503 -1.5943 6.2645
H 2.8053 2.1507 0.4954
H 0.2756 -2.8364 4.2290
H 2.8896 -2.4922 -0.2593
H -0.0693 1.3946 1.7153
N -0.0090 -0.7093 1.6061
H 0.0703 -2.7903 1.6905
H -2.9210 -1.6825 1.4151
H -2.8182 -2.4483 -0.2103
O 0.0189 2.5222 -5.1295
C -0.0221 -0.7076 4.4037
H -4.2279 1.0501 0.7158
C -3.1378 1.1881 0.8032
H -2.6515 -0.4904 -2.6456
C 0.0045 0.6199 -6.7161
C 0.0091 1.3946 -5.4595
C 3.0433 0.2149 -1.9244
Cl -0.0207 -2.8937 -1.2689
C 0.1329 -1.9041 3.6739
H -0.2743 1.4177 4.2462
H -0.9057 -0.0198 -6.7362
W -0.0097 -0.7517 -0.4707
C 0.0621 -1.8905 2.2944
P 2.3239 -0.1053 -0.2815
H -0.1801 0.1049 6.3023
C -3.0569 0.2267 -1.9187
H -4.2271 -1.3994 0.2171
H -2.8237 1.2424 -2.2572
C 3.2173 -1.6009 0.2914
P -2.3265 -0.0377 -0.2711
H 2.6328 -0.4827 -2.6681
H 3.0455 -1.7381 1.3661
H 4.1302 0.0746 -1.8862
```

Output
* net charge: +3
* highest occupied orbital energy (alpha / beta): -17.0576 / -17.5565 eV
* multiplicity: 3
* gap between HOMO and LUMO (alpha / beta): 6.151 / 6.767 eV

***

Entry 2:
C13H27IN3O3 | the ωB97M-V functional and the def2-TZVPD basis

XYZ file:
```
47
C13H27IN3O3 (the ωB97M-V functional and the def2-TZVPD basis)
H 1.1697 -1.0486 3.2195
N -0.2587 -1.4561 -0.8264
C -2.3804 -2.2732 -2.4781
O 1.6081 0.9132 3.7444
C 1.9231 -0.4793 3.7612
H -3.0903 -2.0821 -3.2820
H -0.9342 -1.7138 -3.9380
H 1.9890 -0.8591 4.7791
H 2.6948 0.3154 -2.3539
O -0.5036 0.3790 4.3354
H -0.2847 1.6567 -4.7739
H -1.1921 1.9715 6.4410
C 2.1269 -0.4692 -1.8702
H -3.3660 -4.0879 -1.9009
C 0.7940 0.0693 -3.9297
H -1.7283 -4.0034 -1.2898
N -1.0890 -1.7507 -2.9415
H -1.1930 0.8338 -3.5342
C -0.1042 -1.3292 -2.1561
C -1.0811 3.0049 4.5524
H -2.7012 -1.6784 -1.6194
O 0.2126 2.5169 4.1280
H 1.7816 0.4617 -4.1732
C -2.3555 -3.7624 -2.1522
I 3.4810 -2.1533 -1.8788
H 1.3872 -2.0549 0.3254
N 0.9788 -0.7635 -2.7147
H -0.0661 3.2779 -3.1101
C 0.2238 2.2860 -2.7654
H -0.2497 2.1365 -1.7929
C -0.1965 1.2135 -3.7782
C -1.2090 2.9907 6.0575
H -0.3951 3.5533 6.5143
H 2.6242 -0.0262 0.1668
C 0.3500 1.1991 4.1091
C 1.7366 -0.0914 -0.4617
H -2.0126 -4.3445 -3.0085
C 0.8226 -1.1418 0.1183
H -2.1529 3.4513 6.3490
H 0.5251 -0.5756 -4.7715
H 1.2637 0.8954 -0.4754
H 0.3758 -0.8130 1.0556
H -1.8574 2.4066 4.0774
H -0.7423 -2.3129 -0.5885
H -1.1238 4.0178 4.1588
H 2.8929 -0.5697 3.2788
H 1.3062 2.2898 -2.6067
```

Output
* net charge: +1
* highest occupied orbital energy: -12.7297 eV
* gap between HOMO and LUMO: 10.057 eV

***

Entry 3:
C13H27InN11O2STe | the ωB97M-V functional and the def2-TZVPD basis

XYZ file:
```
56
C13H27InN11O2STe (the ωB97M-V functional and the def2-TZVPD basis)
C 2.5317 -2.1542 -0.7630
H -0.0032 7.3645 -0.8439
C -1.6380 -2.9034 -0.8770
O 2.0179 1.1625 0.1747
H 0.8739 -0.9477 -3.4325
N -2.1090 1.7887 1.9790
S -0.6900 5.0746 0.4677
N 0.7827 3.5048 3.2654
C 0.0581 2.6423 2.5474
N -0.0553 6.6485 -1.5449
H 0.1581 6.8792 -2.4995
H -0.3456 4.7086 -3.0717
C -0.3684 5.4010 -1.1526
H -1.6675 3.2519 3.4017
N 1.3266 -1.3363 1.2283
C 0.0680 -2.6238 -2.4125
C -1.5648 -4.3058 -2.8013
H -3.2188 -1.8388 0.0124
H 3.2758 -0.7936 0.7246
C -0.4176 -3.6391 -3.2124
H 3.1276 -2.4634 1.2732
H 1.1405 -2.9269 2.6232
C -2.3269 -2.3655 0.3581
H 1.9499 -3.0758 -0.8029
N -1.2531 2.6178 2.7395
N -0.3967 4.4572 -2.0981
H -1.9729 -5.1057 -3.4046
C 0.5904 -2.4766 1.7919
H 1.9702 -2.3392 -3.3780
H -0.7698 3.5380 -1.8808
C 1.2462 -1.7582 -2.7997
H -0.6359 -1.1974 2.9918
H -2.6609 -3.2037 0.9791
H 3.5249 -2.3882 -1.1555
N -0.5232 -2.2981 -1.2627
C 2.6498 -1.6824 0.6750
H -2.0843 -0.6444 1.4414
H 0.4831 -3.2342 1.0140
N -1.5193 -1.4256 1.1343
H -1.3178 -2.8042 2.7462
C -2.1897 -3.9347 -1.6237
H -3.0533 2.0236 2.2665
In 0.0313 -0.1392 -0.3641
N 1.8435 -1.1590 -1.6006
O 2.5490 2.7653 1.4981
H -2.0303 2.0771 0.9918
N 1.7534 1.9235 1.1364
H 2.4806 -0.4130 -1.8601
H 0.0806 -3.8971 -4.1370
H 1.7328 3.6519 2.9592
C -0.7740 -1.9921 2.2536
Te -1.8656 1.0470 -1.7142
H 1.4553 -0.6499 1.9659
N 0.5348 1.7247 1.6606
H -3.0953 -4.4253 -1.2924
H 0.3105 4.2899 3.6847
```

Output
* net charge: +1
* highest occupied orbital energy: -9.2219 eV
* gap between HOMO and LUMO: 6.621 eV